1.
Here is one molecule with the formula C5H4N2 at a distorted geometry from OMol25. Energies are from ωB97M-V/def2-TZVPD.

Output
2S+1 ... 1
HOMO energy ... -0.3339 Eh
M ... 92.10 g/mol
Kohn-Sham gap ... 9.863 eV
E_LUMO ... 0.0286 Ha
SMILES string ... C#Cc1cc[nH]n1
Energy above the lowest of the compared OMol25 structures with the same formula, charge and spin ... 4.651 eV
Max |F| ... 9.000 eV Å⁻¹

The geometry in XYZ format:
```
11
Properties=species:S:1:pos:R:3:nbo_charge:R:1
C -2.959 0.076 -0.090 -0.2674
C -1.781 0.018 -0.068 -0.0259
C -0.243 -0.099 0.141 0.0209
C 0.440 1.104 0.101 -0.2863
C 1.782 0.794 -0.110 -0.0954
N 1.661 -0.626 -0.136 -0.2970
N 0.544 -1.207 0.093 -0.2135
H -3.975 -0.571 0.024 0.2709
H -0.206 2.107 0.356 0.2579
H 2.747 1.231 -0.183 0.2349
H 2.568 -1.302 0.260 0.4009
```

---

2.
Here is C20H25N4NiO4S2 as an isolated structure from OMol25. Energies are from ωB97M-V/def2-TZVPD.

Output
2S+1 ... 1
HOMO energy (spin up / spin down) ... -0.1723 / -0.1721 Eh
M ... 508.27 g/mol
Kohn-Sham gap (spin up / spin down) ... 7.351 / 7.347 eV
E_LUMO (spin up / spin down) ... 0.0979 / 0.0979 Ha
Energy above the lowest of the compared OMol25 structures with the same formula, charge and spin ... 0.488 eV
Net charge ... -1
Max |F| ... 0.901 eV Å⁻¹

The geometry in XYZ format:
```
56
Properties=species:S:1:pos:R:3:nbo_charge:R:1
Ni 0.606 0.233 0.947 1.0971
O 1.356 3.277 -2.230 -0.6954
C 2.135 2.488 -2.989 0.4265
C 2.640 3.043 -4.166 -0.3094
C 3.441 2.297 -5.007 -0.1842
C 3.759 0.976 -4.692 -0.2778
C 3.262 0.425 -3.526 -0.1405
C 2.450 1.157 -2.658 -0.2322
C 1.936 0.527 -1.409 0.5746
O 1.114 1.222 -0.673 -0.7835
N 2.315 -0.685 -1.132 -0.4476
N 1.707 -1.096 0.057 -0.3731
C 1.960 -2.279 0.464 0.1252
C 1.415 -2.862 1.675 -0.2622
C 1.785 -4.184 1.982 -0.1446
C 1.334 -4.832 3.105 -0.3094
C 0.474 -4.134 3.973 -0.1967
C 0.092 -2.843 3.705 -0.2460
C 0.538 -2.149 2.547 0.3914
O 0.129 -0.938 2.359 -0.7179
H 1.065 2.734 -1.452 0.5221
H 2.384 4.070 -4.393 0.2150
H 3.823 2.745 -5.917 0.2018
H 4.388 0.390 -5.349 0.2039
H 3.495 -0.596 -3.250 0.2324
H 2.643 -2.878 -0.142 0.1842
H 2.455 -4.695 1.295 0.1960
H 1.635 -5.849 3.318 0.2017
H 0.105 -4.621 4.869 0.1999
H -0.567 -2.299 4.371 0.2123
C -3.088 -1.526 -2.304 -0.6147
C -1.719 -2.005 -1.836 0.0936
C -1.675 -3.527 -1.831 -0.6065
C -0.624 -1.473 -2.769 -0.6428
N -1.531 -1.607 -0.426 -0.4734
N -1.385 -0.207 -0.187 -0.7067
H -3.276 -1.852 -3.329 0.2016
H -3.151 -0.435 -2.284 0.2071
H -3.870 -1.929 -1.655 0.2127
H -1.882 -3.921 -2.828 0.2022
H -2.413 -3.924 -1.131 0.2177
H -0.686 -3.881 -1.524 0.2094
H -0.730 -1.913 -3.763 0.2068
H 0.369 -1.721 -2.386 0.2300
H -0.672 -0.388 -2.897 0.2042
H -0.683 -2.044 -0.076 0.3539
H -2.248 0.167 0.184 0.3636
H -1.123 0.314 -1.020 0.3549
C 3.282 0.546 3.974 -0.2604
O 2.332 0.984 3.012 -0.5276
C 1.501 1.996 3.316 0.0432
S 1.708 2.955 4.662 -0.2717
S 0.283 2.206 2.128 -0.2325
H 3.504 -0.486 3.710 0.1864
H 2.873 0.613 4.979 0.2040
H 4.183 1.156 3.919 0.1815
```

---

3.
Here is CH7N2OPSi as an isolated structure at a distorted geometry from OMol25. Energies are from ωB97M-V/def2-TZVPD.

Output
2S+1 ... 1
HOMO energy ... -0.3335 Eh
M ... 122.14 g/mol
Kohn-Sham gap ... 9.798 eV
E_LUMO ... 0.0265 Ha
Energy above the lowest of the compared OMol25 structures with the same formula, charge and spin ... 0.161 eV
Max |F| ... 3.181 eV Å⁻¹

The geometry in XYZ format:
```
13
Properties=species:S:1:pos:R:3:nbo_charge:R:1
C 1.153 0.119 0.163 0.7148
N 2.479 0.067 0.487 -0.8253
N 0.443 1.009 -0.418 -0.8610
O 0.501 -0.958 0.479 -0.8337
Si -0.984 -1.040 -0.198 1.0976
P -2.164 0.649 0.418 -0.1641
H 2.980 0.938 0.438 0.4087
H 2.589 -0.722 1.066 0.4116
H 0.847 1.989 -0.662 0.3777
H -0.957 -1.233 -1.729 -0.1556
H -1.277 -2.221 0.771 -0.1749
H -2.215 1.480 -0.780 0.0237
H -3.395 -0.077 -0.034 -0.0196
```

---

4.
Here is a 2-piece molecular cluster, C35H40BNO4S overall at a distorted geometry from OMol25. Energies are from ωB97M-V/def2-TZVPD.

Output
2S+1 ... 1
HOMO energy ... -0.2561 Eh
M ... 581.59 g/mol
Kohn-Sham gap ... 7.522 eV
E_LUMO ... 0.0203 Ha
SMILES string ... COc1ccc([C@@H](B2OC(C)(C)C(C)(C)O2)c2cn(C)c3ccccc23)cc1.COc1ccc(-c2ccc(C)s2)cc1
Energy above the lowest of the compared OMol25 structures with the same formula, charge and spin ... 0.878 eV
Max |F| ... 3.306 eV Å⁻¹

The geometry in XYZ format:
```
82
Properties=species:S:1:pos:R:3:mulliken_charge:R:1
C 3.073 3.773 3.320 -0.8082
O 3.056 3.620 1.885 -0.4003
C 2.202 2.724 1.316 0.6828
C 1.965 1.444 1.858 -0.2820
C 0.995 0.645 1.269 -0.4043
C 0.151 1.176 0.293 0.9966
C -1.308 0.819 0.167 -0.4817
B -2.121 -0.338 -0.601 1.0856
O -1.681 -1.622 -0.372 -0.6799
C -2.436 -2.422 -1.309 1.7344
C -1.551 -3.571 -1.740 -1.4887
C -3.643 -2.953 -0.525 -1.7975
C -2.794 -1.362 -2.447 1.5142
C -1.644 -1.142 -3.438 -1.3528
C -4.092 -1.586 -3.189 -1.9685
O -2.937 -0.130 -1.686 -0.6210
C -2.035 0.563 1.464 -0.0539
C -1.563 0.315 2.758 -0.5844
N -2.580 -0.200 3.523 0.1560
C -2.451 -0.673 4.887 -1.0801
C -3.768 -0.189 2.791 -0.6363
C -5.032 -0.623 3.173 -0.8017
C -6.064 -0.497 2.234 -0.7137
C -5.816 0.105 0.989 -0.7899
C -4.525 0.510 0.614 0.2439
C -3.474 0.320 1.504 0.5821
C 0.559 2.338 -0.381 -0.5571
C 1.573 3.122 0.121 -1.1323
H 3.393 4.805 3.476 0.2781
H 2.075 3.598 3.749 0.3227
H 3.805 3.078 3.749 0.2088
H 2.540 1.111 2.730 0.3996
H 0.820 -0.364 1.639 0.8121
H -1.768 1.698 -0.322 0.0042
H -2.104 -4.217 -2.432 0.3390
H -0.641 -3.213 -2.233 0.0789
H -1.257 -4.160 -0.862 0.4571
H -4.182 -3.724 -1.087 0.4087
H -3.280 -3.406 0.409 0.3843
H -4.345 -2.154 -0.252 0.2287
H -1.556 -1.991 -4.131 0.3795
H -1.840 -0.234 -4.027 0.4619
H -0.680 -0.987 -2.928 -0.4303
H -4.019 -2.468 -3.835 0.3545
H -4.928 -1.728 -2.499 0.3654
H -4.299 -0.718 -3.824 0.4546
H -0.571 0.446 3.177 0.8009
H -3.280 -1.353 5.114 0.3360
H -1.500 -1.205 5.002 0.3674
H -2.475 0.155 5.610 0.2979
H -5.178 -1.030 4.172 0.2740
H -7.066 -0.850 2.472 0.3930
H -6.639 0.266 0.292 0.3883
H -4.371 1.018 -0.334 0.3721
H 0.005 2.668 -1.259 0.4886
H 1.898 4.048 -0.349 0.4552
C 6.215 2.217 2.837 -0.9805
O 5.725 2.800 1.609 -0.3957
C 5.260 1.959 0.653 0.7263
C 4.817 2.557 -0.548 -0.7725
C 4.024 1.829 -1.399 -0.6601
C 3.641 0.511 -1.072 1.0683
C 2.714 -0.215 -1.882 0.4264
C 2.422 -1.574 -1.762 -0.3868
C 2.044 -2.174 -2.993 -0.8070
C 1.970 -1.253 -4.035 0.5756
C 1.849 -1.560 -5.478 -1.3594
S 2.178 0.365 -3.458 -0.2672
C 4.230 -0.117 0.052 -0.6904
C 5.095 0.573 0.877 -0.7646
H 6.419 3.083 3.470 0.2392
H 5.462 1.568 3.311 0.3849
H 7.134 1.648 2.640 0.3632
H 5.067 3.599 -0.710 0.4102
H 3.653 2.292 -2.311 0.3121
H 2.552 -2.116 -0.832 0.4232
H 1.878 -3.240 -3.150 0.4392
H 1.978 -2.639 -5.623 0.3662
H 0.870 -1.254 -5.870 0.2696
H 2.630 -1.030 -6.040 0.3614
H 3.998 -1.159 0.285 0.2410
H 5.562 0.076 1.731 0.4352
```